Entry 1:
DFT (ωB97M-V with the def2-TZVPD basis set) results for a 6-piece molecular cluster, C24H61FNO24P5S overall in a non-equilibrium geometry.

```
! RIJCOSX wB97M-V def2-TZVPD def2/J DEFGRID3
* xyz 0 1
C 1.562 1.167 5.736
C 1.822 1.940 4.585
C 1.965 2.700 3.132
C 1.632 4.294 3.401
C 0.063 4.708 3.171
N -0.715 5.021 4.428
O -0.992 3.931 5.164
C -2.419 3.649 4.878
C -2.820 2.056 4.955
O -4.269 1.802 5.122
C -5.076 2.589 4.176
C -4.616 2.421 2.593
S -0.027 6.326 5.359
O 0.742 7.286 4.377
O -1.102 7.183 6.101
F 1.142 5.834 6.531
H 1.223 0.345 6.532
H 3.112 2.595 2.818
H 1.344 2.218 2.264
H 2.074 4.564 4.450
H 2.278 4.893 2.596
H -0.020 5.571 2.361
H -0.470 3.765 2.670
H -3.165 4.338 5.499
H -2.581 3.970 3.739
H -2.291 1.627 5.935
H -2.344 1.441 4.050
H -6.182 2.157 4.229
H -5.183 3.738 4.479
H -5.614 2.334 1.958
H -3.864 1.542 2.416
H -4.132 3.469 2.287
C 6.464 -0.239 -2.605
O 5.575 -0.486 -1.533
P 4.688 0.919 -1.051
O 5.844 1.325 -0.127
O 3.642 -0.009 -0.181
C 3.251 -1.282 -0.670
O 3.801 2.325 -0.570
C 4.272 3.527 -1.150
H 6.997 -1.163 -2.842
H 5.901 0.083 -3.484
H 7.192 0.529 -2.329
H 3.947 -2.039 -0.301
H 3.221 -1.301 -1.765
H 2.253 -1.519 -0.291
H 4.219 3.456 -2.240
H 5.301 3.727 -0.842
H 3.638 4.351 -0.815
C 1.423 -4.787 -3.816
O 1.868 -3.944 -4.862
P 3.521 -4.217 -5.294
O 3.963 -3.246 -4.192
O 3.325 -3.354 -6.684
C 2.107 -3.443 -7.405
O 5.173 -4.489 -5.726
C 5.873 -5.324 -4.822
H 0.381 -4.547 -3.589
H 1.488 -5.831 -4.132
H 2.026 -4.633 -2.917
H 1.417 -2.675 -7.045
H 1.650 -4.434 -7.306
H 2.304 -3.257 -8.465
H 5.379 -6.297 -4.761
H 5.915 -4.868 -3.830
H 6.892 -5.463 -5.188
C 0.042 3.877 -4.680
O -0.617 3.009 -5.583
P -0.226 1.343 -5.328
O 1.007 1.501 -6.227
O -1.490 0.876 -6.275
C -2.708 1.603 -6.237
O 0.165 -0.322 -5.073
C 1.245 -0.528 -4.180
H -0.242 4.907 -4.911
H -0.264 3.644 -3.657
H 1.126 3.777 -4.776
H -2.676 2.399 -6.986
H -2.894 2.028 -5.245
H -3.533 0.930 -6.487
H 1.008 -0.088 -3.208
H 2.162 -0.083 -4.574
H 1.400 -1.603 -4.058
C 0.523 -11.129 -2.303
O 0.968 -10.286 -3.349
P 2.621 -10.559 -3.781
O 3.063 -9.588 -2.679
O 2.425 -9.697 -5.171
C 1.207 -9.785 -5.893
O 4.273 -10.832 -4.214
C 4.973 -11.666 -3.309
H -0.519 -10.890 -2.077
H 0.588 -12.173 -2.619
H 1.126 -10.975 -1.405
H 0.517 -9.018 -5.533
H 0.750 -10.776 -5.793
H 1.404 -9.599 -6.952
H 4.479 -12.640 -3.248
H 5.015 -11.210 -2.317
H 5.992 -11.805 -3.676
C -6.796 6.643 9.994
O -6.379 6.502 8.649
P -7.651 5.984 7.597
O -7.340 4.524 7.948
O -6.757 6.391 6.275
C -5.934 7.547 6.306
O -8.923 5.467 6.545
C -10.091 5.042 7.222
H -5.940 6.956 10.597
H -7.576 7.405 10.059
H -7.173 5.692 10.379
H -4.940 7.272 6.670
H -6.362 8.330 6.941
H -5.831 7.940 5.291
H -10.478 5.859 7.837
H -9.878 4.174 7.851
H -10.845 4.764 6.483
*
```

Properties
Kohn-Sham gap, eV: 6.1
Calculated total energy, eV: -136477.98155

Here are the Mulliken charges for atoms 1 to 6, given in e: -0.483 -0.223 -0.230 -0.325 -0.668 0.128

Entry 2:
DFT (ωB97M-V with the def2-TZVPD basis set) results for C16H20BrN5O as an isolated structure in a non-equilibrium geometry.

```
! RIJCOSX wB97M-V def2-TZVPD def2/J DEFGRID3
* xyz 0 1
C -5.946 -2.907 0.566
H -6.023 -2.675 1.524
C -5.508 -1.557 -0.342
C -6.708 -0.625 -0.212
H -7.712 -1.208 -0.561
C -6.550 0.511 -1.069
C -7.100 1.769 -0.339
H -6.944 2.737 -1.336
H -8.109 1.820 -0.318
H -6.393 2.103 0.372
C -5.050 0.893 -1.400
N -4.305 0.425 -0.361
C -3.343 1.058 0.149
O -3.252 2.469 -0.111
C -2.473 0.773 1.304
N -1.375 0.087 1.054
N -1.285 -1.206 0.372
N -0.150 -1.367 0.059
C 0.753 -0.174 0.331
N -0.132 0.683 1.119
C 2.036 -0.202 0.127
C 2.641 -1.122 -0.292
C 4.122 -1.031 -0.559
C 4.750 -0.001 0.063
C 4.153 1.143 0.310
C 2.870 0.920 0.705
H 2.260 1.497 1.224
H 4.747 1.978 0.904
Br 6.622 0.012 -0.222
H 4.696 -1.969 -1.058
H 2.211 -1.946 -0.879
H -3.019 0.113 2.007
H -2.080 1.730 1.958
C -4.378 -1.169 0.176
H -3.532 -1.711 -0.119
H -4.349 -0.855 1.329
H -4.692 0.036 -2.417
H -4.722 1.735 -1.425
H -7.027 0.477 -2.056
H -6.904 -0.116 0.945
H -5.481 -2.004 -1.207
H -5.314 -3.544 0.667
H -6.987 -3.426 0.113
*
```

Properties
Kohn-Sham gap, eV: 8.1
Calculated total energy, eV: -96440.15046

Here are the Mulliken charges for atoms 1 to 6, given in e: -2.104 0.646 0.101 -0.551 0.226 0.150

Entry 3:
DFT (ωB97M-V with the def2-TZVPD basis set) results for C16H11EuN3O4 as an isolated structure in a non-equilibrium geometry.

```
! RIJCOSX wB97M-V def2-TZVPD def2/J DEFGRID3
* xyz 2 8
Eu -0.262 0.260 -2.380
O 0.003 3.889 -2.732
C -0.053 2.736 -2.616
C -0.276 -2.478 -3.278
O -0.326 -3.597 -3.543
C 2.466 0.035 -2.883
O 3.614 0.031 -2.977
C -2.841 0.011 -2.923
O -3.984 -0.039 -3.076
C 0.009 0.751 -6.412
H -0.932 1.316 -6.406
H 0.947 1.312 -6.314
C 0.002 -0.588 -6.378
H 0.931 -1.160 -6.248
H -0.942 -1.152 -6.357
N -0.334 1.524 8.158
C -0.220 1.204 7.036
C -0.116 0.808 5.692
C -1.074 1.281 4.762
C -0.974 0.873 3.429
C 0.083 0.003 3.118
C 1.031 -0.468 4.011
C 0.953 -0.021 5.317
N 0.150 -0.508 1.820
C 0.859 -1.649 1.369
C 0.629 -1.706 0.003
N -0.263 -0.688 -0.337
C -0.413 0.092 0.760
H -1.907 1.920 5.074
H -1.696 1.216 2.660
H 1.825 -1.110 3.612
H 1.717 -0.381 6.012
H 1.398 -2.320 2.016
H 0.968 -2.422 -0.744
H -0.973 1.024 0.755
*
```

Properties
Kohn-Sham gap (spin up / spin down), eV: 6.1 / 6.3
Calculated total energy, eV: -48741.55979
⟨S²⟩: 15.76

Here are the Mulliken charges for atoms 1 to 6, given in e: 1.311 -0.060 0.145 0.178 -0.090 0.156

Entry 4:
DFT (ωB97M-V with the def2-TZVPD basis set) results for a 2-piece molecular cluster, C5H11BrNO4S2 overall in a non-equilibrium geometry.

```
! RIJCOSX wB97M-V def2-TZVPD def2/J DEFGRID3
* xyz 1 1
C 1.624 0.999 0.444
C 2.656 -0.074 -0.100
N 2.735 -1.211 0.480
C 3.517 0.305 -1.349
S 3.762 -1.229 -2.337
Br 1.926 -1.390 -3.589
H 0.643 0.470 0.490
H 1.941 1.298 1.467
H 1.597 1.858 -0.272
H 2.066 -1.190 1.261
H 2.906 1.015 -1.957
H 4.465 0.805 -1.047
H 3.691 -2.332 -1.504
C -3.345 0.124 -0.372
C -4.161 0.172 0.907
O -3.321 -0.427 1.900
S -1.778 -0.102 1.559
O -1.365 1.022 2.338
O -1.048 -1.330 1.535
O -1.998 0.397 0.035
H -3.371 -0.871 -0.821
H -3.677 0.860 -1.102
H -5.100 -0.371 0.822
H -4.363 1.202 1.211
*
```

Properties
Kohn-Sham gap, eV: 7.7
Calculated total energy, eV: -106746.85529

Here are the Mulliken charges for atoms 1 to 6, given in e: -0.830 0.708 -0.632 -0.574 0.043 0.153

Entry 5:
DFT (ωB97M-V with the def2-TZVPD basis set) results for a 8-piece molecular cluster, C65H139N7O9 overall in a non-equilibrium geometry.

```
! RIJCOSX wB97M-V def2-TZVPD def2/J DEFGRID3
* xyz 0 1
C -3.542 4.298 -4.646
C -2.841 2.968 -4.943
C -3.947 1.838 -4.889
C -2.058 2.954 -6.250
C -1.262 1.654 -6.384
C -0.197 1.542 -5.337
C -0.820 1.769 -3.884
C -1.552 0.471 -3.476
C 0.323 2.193 -2.984
N -1.818 2.890 -3.887
O -2.458 2.796 -2.584
H -4.154 4.649 -5.520
H -4.212 3.997 -3.883
H -2.839 5.082 -4.286
H -4.887 2.280 -5.228
H -3.742 0.903 -5.448
H -4.156 1.504 -3.906
H -2.724 3.206 -7.106
H -1.358 3.820 -6.273
H -1.863 0.711 -6.335
H -0.782 1.523 -7.344
H 0.451 2.385 -5.415
H 0.532 0.702 -5.254
H -2.518 0.548 -2.909
H -0.936 -0.207 -2.844
H -1.840 -0.086 -4.339
H 0.743 3.112 -3.289
H 1.158 1.461 -2.956
H -0.069 2.207 -1.977
H -2.144 3.612 -2.234
C 0.967 -6.677 3.223
C 0.356 -5.348 3.525
C 1.406 -4.478 4.275
C -0.133 -4.639 2.265
C -1.042 -3.403 2.413
C -2.300 -3.844 3.144
C -1.909 -4.435 4.515
C -1.437 -3.335 5.535
C -3.169 -5.094 5.103
N -0.901 -5.532 4.359
O -0.419 -5.877 5.679
H 1.238 -7.088 4.256
H 0.345 -7.380 2.702
H 1.852 -6.401 2.645
H 1.695 -4.961 5.219
H 2.285 -4.301 3.600
H 0.914 -3.540 4.465
H 0.829 -4.348 1.754
H -0.584 -5.319 1.519
H -0.507 -2.598 2.912
H -1.287 -3.042 1.433
H -2.778 -4.551 2.521
H -2.900 -3.016 3.535
H -0.693 -2.630 5.173
H -1.044 -3.898 6.374
H -2.313 -2.774 5.814
H -3.103 -5.155 6.158
H -3.327 -6.125 4.667
H -4.003 -4.480 4.802
H -0.865 -6.640 6.027
C 1.686 4.731 1.113
C 0.502 5.440 1.839
C 0.328 4.739 3.270
C 0.822 6.912 2.029
C 0.880 7.656 0.759
C -0.393 7.503 0.027
C -0.785 6.015 -0.215
C -2.264 6.051 -0.615
C -0.098 5.226 -1.383
N -0.781 5.409 1.112
O -1.142 4.023 0.917
H 1.925 5.144 0.204
H 2.553 4.722 1.725
H 1.372 3.703 0.813
H 1.271 4.734 3.773
H -0.431 5.338 3.866
H 0.001 3.720 3.109
H -0.013 7.289 2.649
H 1.709 6.915 2.657
H 1.024 8.686 0.974
H 1.700 7.354 0.041
H -0.403 8.018 -0.924
H -1.198 7.873 0.752
H -2.595 5.009 -0.829
H -2.345 6.660 -1.502
H -2.824 6.402 0.256
H 0.912 5.709 -1.539
H -0.499 5.473 -2.355
H -0.054 4.124 -1.247
H -1.721 3.775 1.683
C -2.384 -5.010 -3.223
C -2.168 -3.443 -3.242
C -3.507 -2.813 -3.581
C -1.657 -3.111 -1.894
C -0.222 -3.473 -1.654
C 0.672 -2.833 -2.694
C 0.294 -3.246 -4.111
C 1.012 -2.344 -5.043
C 0.662 -4.703 -4.446
N -1.164 -2.932 -4.208
O -1.559 -3.258 -5.511
H -3.282 -5.239 -2.567
H -1.523 -5.507 -2.844
H -2.478 -5.269 -4.268
H -3.692 -3.164 -4.569
H -3.306 -1.721 -3.466
H -4.313 -3.268 -2.936
H -1.799 -2.034 -1.753
H -2.349 -3.603 -1.181
H -0.088 -4.604 -1.630
H 0.024 -3.155 -0.634
H 1.698 -3.110 -2.494
H 0.736 -1.719 -2.551
H 0.681 -2.378 -6.071
H 0.860 -1.247 -4.766
H 2.127 -2.525 -5.048
H 0.212 -5.394 -3.749
H 0.190 -4.959 -5.372
H 1.740 -4.823 -4.427
H -1.439 -2.432 -5.994
C 4.213 -0.884 2.965
C 3.366 -0.133 3.997
C 1.878 -0.362 3.534
C 3.527 -0.613 5.450
C 4.730 0.003 6.223
C 4.719 1.507 6.103
C 4.680 2.031 4.669
C 4.479 3.581 4.664
C 5.910 1.749 3.894
N 3.567 1.328 3.979
O 3.435 1.874 2.676
H 5.194 -1.188 3.401
H 3.573 -1.767 2.765
H 4.309 -0.261 2.068
H 1.565 -1.392 3.760
H 1.282 0.326 4.116
H 1.704 -0.052 2.501
H 2.533 -0.387 5.898
H 3.738 -1.703 5.330
H 4.714 -0.252 7.257
H 5.620 -0.408 5.737
H 5.612 1.927 6.575
H 3.809 1.859 6.586
H 5.483 4.063 4.930
H 3.638 3.936 5.290
H 4.305 3.892 3.624
H 6.797 2.397 4.184
H 5.816 2.022 2.869
H 6.153 0.703 4.055
H 2.737 2.520 2.685
C 3.810 -3.957 -0.210
C 4.872 -3.178 -0.993
C 6.146 -3.143 -0.124
C 5.120 -3.969 -2.290
C 5.928 -3.270 -3.335
C 5.174 -1.984 -3.713
C 4.988 -1.097 -2.472
C 6.258 -0.422 -2.124
C 3.873 0.010 -2.825
N 4.269 -1.859 -1.426
O 4.082 -0.946 -0.349
H 2.825 -3.756 -0.656
H 3.922 -5.007 -0.222
H 3.710 -3.731 0.896
H 6.237 -4.103 0.411
H 7.042 -2.935 -0.669
H 6.157 -2.357 0.731
H 5.481 -4.931 -1.980
H 4.177 -4.218 -2.817
H 6.928 -3.090 -2.975
H 6.063 -3.952 -4.221
H 4.230 -2.317 -4.195
H 5.722 -1.392 -4.439
H 6.092 0.418 -1.438
H 6.710 0.045 -3.037
H 6.967 -1.247 -1.716
H 2.908 -0.421 -2.872
H 4.106 0.609 -3.720
H 3.712 0.666 -2.001
H 4.949 -0.929 0.150
C -5.863 1.427 2.845
C -6.269 2.091 1.550
C -7.478 3.004 1.844
C -5.114 2.884 0.992
C -4.101 2.165 0.118
C -4.734 1.250 -0.926
C -5.775 0.284 -0.250
C -6.570 -0.316 -1.433
C -5.009 -0.742 0.600
N -6.702 1.110 0.505
O -7.748 0.232 1.092
H -5.389 2.045 3.648
H -6.765 0.996 3.257
H -5.110 0.689 2.575
H -8.009 3.206 0.875
H -8.165 2.479 2.508
H -7.186 3.923 2.331
H -5.539 3.746 0.415
H -4.612 3.337 1.912
H -3.476 2.858 -0.411
H -3.479 1.479 0.708
H -3.869 0.667 -1.319
H -5.120 1.886 -1.737
H -7.160 0.549 -1.887
H -7.283 -1.101 -1.112
H -5.950 -0.785 -2.236
H -4.499 -1.352 -0.117
H -5.677 -1.383 1.151
H -4.307 -0.372 1.317
H -8.564 0.443 0.607
O 1.867 1.292 -0.361
C 1.092 0.163 -0.263
C -0.302 0.497 0.362
O -0.148 1.212 1.589
H 2.299 1.428 0.562
H 0.965 -0.232 -1.254
H 1.525 -0.660 0.336
H -0.941 -0.365 0.605
H -0.886 1.033 -0.446
H -0.270 2.169 1.456
*
```

Properties
Kohn-Sham gap, eV: 8.8
Energy above the lowest of the compared OMol25 structures with the same formula, charge and spin, kJ/mol: 245.4
Calculated total energy, eV: -98506.65120

Here are the Mulliken charges for atoms 1 to 6, given in e: -1.625 1.543 -1.521 -1.296 -0.741 -1.337

Entry 6:
DFT (ωB97M-V with the def2-TZVPD basis set) results for a 2-piece molecular cluster, C11H18 overall in a non-equilibrium geometry.

```
! RIJCOSX wB97M-V def2-TZVPD def2/J DEFGRID3
* xyz 0 1
C -1.175 3.293 -0.247
C -0.648 1.874 -0.573
C -0.887 0.895 0.568
C -1.844 -0.088 0.366
C -2.182 -0.966 1.389
C -1.568 -0.786 2.632
C -0.687 0.251 2.844
C -0.302 1.105 1.806
H -1.425 3.428 0.795
H -2.084 3.443 -0.826
H -0.435 4.042 -0.443
H -1.171 1.474 -1.439
H 0.415 1.897 -0.819
H -2.431 -0.104 -0.541
H -2.755 -1.872 1.233
H -1.781 -1.511 3.413
H -0.221 0.381 3.815
H 0.366 1.932 2.002
C 0.776 -1.928 -0.925
C 1.817 -1.972 -2.034
C 3.123 -1.264 -1.609
H 0.789 -1.148 -0.167
H 0.678 -2.799 -0.274
H -0.243 -1.803 -1.316
H 2.099 -3.007 -2.213
H 1.405 -1.547 -2.926
H 3.651 -0.794 -2.440
H 2.915 -0.450 -0.921
H 3.806 -1.974 -1.148
*
```

Properties
Kohn-Sham gap, eV: 10.0
Energy above the lowest of the compared OMol25 structures with the same formula, charge and spin, kJ/mol: 76.7
Calculated total energy, eV: -11698.48494

Here are the Mulliken charges for atoms 1 to 6, given in e: -1.183 -0.744 0.774 -0.588 -0.502 -0.471